(1)
Density functional theory data (ωB97M-V/def2-TZVPD) for CH5NOSi as an isolated structure.

Geometry as XYZ:
```
9
Properties=species:S:1:pos:R:3:forces:R:3:lowdin_charge:R:1
C 0.9334 0.3186 -0.1547 -1.849 5.000 0.331 -0.5713
N 1.2590 -0.8880 0.2161 0.593 -3.202 0.143 0.0815
O 1.6515 1.3330 -0.2708 -1.718 -3.025 -0.125 -0.0527
Si -1.4477 0.5074 -0.0300 3.874 0.170 -0.994 0.7279
H 2.1297 -1.3626 0.0563 1.018 0.691 0.065 0.1058
H 0.5430 -1.5842 0.1554 -0.505 0.087 0.126 0.0649
H -1.4394 1.4907 1.0323 -0.399 0.688 -0.025 -0.1227
H -1.4845 0.8428 -1.5010 -0.806 0.049 0.761 -0.0963
H -2.1450 -0.6576 0.4963 -0.207 -0.459 -0.281 -0.1370
```
Forces are in eV/Å.

Properties
Spin multiplicity: 1
Orbital gap, eV: 9.0
Charge: 0
HOMO energy, eV: -8.424

***

(2)
Density functional theory data (ωB97M-V/def2-TZVPD) for one molecule with the formula CH5NOSi.

Geometry as XYZ:
```
9
Properties=species:S:1:pos:R:3:forces:R:3:lowdin_charge:R:1
C -0.0811 0.2981 0.0888 -2.034 0.724 1.225 -0.4017
N 0.8086 -0.8435 0.1372 -0.087 -0.284 0.068 -0.0861
O -3.4608 0.0573 0.4235 1.324 0.095 -0.111 -0.4269
Si -2.0710 -0.2428 -0.1623 1.450 0.210 -0.139 0.7254
H 1.7674 -0.4977 0.1786 -0.247 -0.302 -0.038 0.0693
H 0.6377 -1.3862 0.9818 0.215 0.114 -0.228 0.0617
H -1.8728 -1.1862 -1.2635 -0.344 -0.368 -0.271 -0.0516
H -0.0316 0.9288 0.9999 -0.021 -0.101 -0.368 0.0544
H 0.1929 0.9426 -0.7490 -0.257 -0.088 -0.139 0.0556
```
Forces are in eV/Å.

Properties
Spin multiplicity: 1
Orbital gap, eV: 9.6
Charge: 0
HOMO energy, eV: -9.714

***

(3)
Density functional theory data (ωB97M-V/def2-TZVPD) for one molecule with the formula CH5NOSi.

Geometry as XYZ:
```
9
Properties=species:S:1:pos:R:3:forces:R:3:lowdin_charge:R:1
C 0.8159 2.1726 -0.1008 -0.407 -0.010 -0.528 0.0271
N 0.7133 0.7122 0.4197 1.471 2.541 0.371 -0.1071
O -0.1506 0.0873 -0.3449 -0.549 0.524 -1.207 -0.4239
Si -0.5161 -1.4535 0.1575 -2.215 -0.128 -0.164 0.6149
H 1.3063 2.9437 0.4743 0.103 -0.602 0.698 0.0168
H 0.4233 2.6029 -1.0484 0.059 -1.362 0.509 0.0444
H -1.3222 -1.7947 -1.1156 0.887 -0.446 1.001 -0.0325
H 0.6161 -2.1462 0.7341 0.523 -0.420 -0.411 -0.0706
H -1.4785 -1.3258 1.2944 0.129 -0.098 -0.269 -0.0691
```
Forces are in eV/Å.

Properties
Spin multiplicity: 3
Expectation value of S²: 2.007
Orbital gap (spin up / spin down), eV: 8.3 / 8.9
Charge: 0
HOMO energy (spin up / spin down), eV: -7.368 / -10.193

***

(4)
Density functional theory data (ωB97M-V/def2-TZVPD) for one molecule with the formula CH5NP2.

Geometry as XYZ:
```
9
Properties=species:S:1:pos:R:3:forces:R:3:lowdin_charge:R:1
C 0.1541 0.3150 -0.2128 0.508 5.533 3.434 -1.1059
N 0.6140 1.4096 0.4931 -1.502 -3.020 -2.432 -0.0593
P 1.4840 -0.7434 -0.6916 1.342 -2.215 1.982 0.7176
P -1.5844 0.1085 -0.7268 0.105 -1.163 0.493 0.7225
H -0.0657 2.1787 0.6911 0.049 -1.171 -0.355 0.0207
H 0.8880 -2.0364 -0.2355 0.368 1.113 -0.664 -0.1013
H 2.1629 -0.6303 0.6657 -0.596 -0.013 -1.828 -0.0477
H -1.5264 -1.4196 -0.4445 -0.610 2.213 0.176 -0.0658
H -2.1266 0.8179 0.4613 0.335 -1.278 -0.806 -0.0808
```
Forces are in eV/Å.

Properties
Spin multiplicity: 1
Orbital gap, eV: 9.5
Charge: 0
HOMO energy, eV: -9.417

***

(5)
Density functional theory data (ωB97M-V/def2-TZVPD) for one molecule with the formula CH5NS.

Geometry as XYZ:
```
8
Properties=species:S:1:pos:R:3:forces:R:3:lowdin_charge:R:1
C -1.0748 0.4959 -0.5210 -0.555 1.303 3.735 -0.5174
N 1.3597 -0.5529 0.7640 -0.189 2.965 -5.122 -0.2114
S 0.0188 -0.9269 -0.7460 1.937 0.765 2.539 0.6872
H -0.6009 1.4070 -0.0567 0.409 -1.111 -0.638 0.0475
H -1.9393 0.3984 0.2182 1.132 -0.841 -0.686 0.0473
H -1.5881 0.9041 -1.3375 -0.136 -0.089 -2.068 -0.0064
H 1.5077 -1.2509 1.3993 -0.478 -2.956 1.748 -0.0732
H 2.3171 -0.4746 0.2797 -2.121 -0.037 0.492 0.0264
```
Forces are in eV/Å.

Properties
Spin multiplicity: 1
Orbital gap, eV: 9.3
Charge: 0
HOMO energy, eV: -9.080

***

(6)
Density functional theory data (ωB97M-V/def2-TZVPD) for a 2-piece molecular cluster, CH5NS overall.

Geometry as XYZ:
```
8
Properties=species:S:1:pos:R:3:forces:R:3:lowdin_charge:R:1
S -4.5772 0.5416 1.4092 0.071 0.023 -0.019 0.6828
H -4.0419 1.6653 1.9163 -0.040 -0.024 -0.003 -0.1679
C 2.7603 -0.8084 -1.4058 0.047 0.434 -0.088 0.0500
N 2.4612 0.0606 -0.5550 1.326 -0.633 -0.676 0.2205
H 3.4984 -1.6048 -1.2236 0.047 0.076 0.304 0.1312
H 2.3910 -0.7932 -2.4248 -0.711 -0.067 -0.155 0.1154
H -5.6884 0.6613 2.1523 -0.014 0.006 0.018 -0.1633
H 3.1967 0.2778 0.1314 -0.726 0.185 0.620 0.1313
```
Forces are in eV/Å.

Properties
Spin multiplicity: 2
Expectation value of S²: 0.759
Orbital gap (spin up / spin down), eV: 9.9 / 1.9
Charge: +1
HOMO energy (spin up / spin down), eV: -14.424 / -12.011

***

(7)
Density functional theory data (ωB97M-V/def2-TZVPD) for CH5O2P as an isolated structure.

Geometry as XYZ:
```
9
Properties=species:S:1:pos:R:3:forces:R:3:lowdin_charge:R:1
C -0.3209 -0.4077 -0.2575 -0.099 0.233 -0.491 -0.8966
O -0.7805 -1.5300 0.2906 -0.207 -0.805 0.546 0.0178
O -1.0001 0.3652 -0.8689 -0.299 0.112 -0.112 -0.0136
P 1.4805 -0.2517 0.0869 0.276 0.114 0.591 0.8714
H -0.7235 1.9884 0.7735 0.685 -0.047 1.404 0.0435
H -1.7391 -1.6208 0.1701 0.060 0.233 -0.203 0.1264
H -0.3693 1.9251 1.4762 -0.652 0.227 -1.224 0.0509
H 1.6608 0.7738 -0.8324 0.047 0.372 -0.278 -0.0987
H 1.7922 -1.2423 -0.8384 0.189 -0.437 -0.233 -0.1011
```
Forces are in eV/Å.

Properties
Spin multiplicity: 1
Orbital gap, eV: 10.7
Charge: 0
HOMO energy, eV: -9.955

***

(8)
Density functional theory data (ωB97M-V/def2-TZVPD) for one molecule with the formula CH5O2P.

Geometry as XYZ:
```
9
Properties=species:S:1:pos:R:3:forces:R:3:lowdin_charge:R:1
C -0.3893 0.0305 0.3243 -0.502 -2.179 -0.509 -0.7609
O -1.0580 1.1054 -0.2146 -0.462 1.303 -2.575 -0.0953
O -0.8736 -1.2208 -0.2288 0.338 0.059 1.039 -0.1100
P 1.3975 0.0204 -0.1773 0.774 -0.262 0.600 0.8417
H -0.7672 -0.1120 1.3322 0.792 0.854 0.504 0.1214
H -0.9849 1.2324 -1.2479 0.337 -0.673 3.077 0.1560
H -1.1448 -0.9516 -1.0805 -0.640 -0.170 -1.785 0.0404
H 2.0270 -1.1104 0.5481 -0.956 0.966 -0.401 -0.0754
H 1.7934 1.0062 0.7445 0.318 0.102 0.051 -0.1180
```
Forces are in eV/Å.

Properties
Spin multiplicity: 1
Orbital gap, eV: 10.4
Charge: 0
HOMO energy, eV: -9.743

***

(9)
Density functional theory data (ωB97M-V/def2-TZVPD) for a 2-piece molecular cluster, CH5O2P overall.

Geometry as XYZ:
```
9
Properties=species:S:1:pos:R:3:forces:R:3:lowdin_charge:R:1
C 1.0114 0.8396 1.7690 -0.359 1.564 -0.494 -0.0600
O -2.2157 -1.8365 -0.8803 -0.285 -1.071 1.570 -0.1964
O -1.8115 -1.1827 -1.9065 -1.171 1.151 -1.322 -0.6449
P -0.3414 -1.0884 -2.3822 1.113 0.773 -1.310 0.9258
H 0.8113 0.8419 2.8568 -0.383 -0.461 -0.797 0.0244
H 1.5155 1.8217 1.5845 -0.108 -0.959 -0.097 0.0254
H 1.5914 0.0085 1.4307 0.901 -0.412 0.278 -0.0072
H 0.1554 0.7957 1.0611 -0.059 0.260 1.100 0.0151
H -0.7164 -0.1998 -3.5331 0.351 -0.845 1.073 -0.0822
```
Forces are in eV/Å.

Properties
Spin multiplicity: 1
Orbital gap (spin up / spin down), eV: 7.9 / 7.7
Charge: 0
HOMO energy (spin up / spin down), eV: -9.646 / -9.505

***

(10)
Density functional theory data (ωB97M-V/def2-TZVPD) for CH5O2P as an isolated structure.

Geometry as XYZ:
```
9
Properties=species:S:1:pos:R:3:forces:R:3:lowdin_charge:R:1
C -0.3668 -0.9298 0.1892 0.137 0.348 0.190 -0.3193
O 3.2291 0.1690 -0.2861 0.759 0.598 0.045 -0.2248
O 2.0000 -0.2951 -0.1863 -0.042 -0.905 -0.352 -0.5539
P 0.7916 0.4880 0.4044 -0.596 -0.123 0.140 0.9890
H -0.4566 -1.4663 1.1330 -0.020 -0.037 0.091 0.0329
H 0.0145 -1.6086 -0.5702 0.010 0.035 -0.026 0.0394
H -1.3515 -0.5700 -0.0852 -0.205 0.054 -0.084 0.0009
H -2.0061 1.8256 -0.0399 0.196 0.928 -0.827 0.0024
H -1.8543 2.3872 -0.5591 -0.237 -0.898 0.822 0.0333
```
Forces are in eV/Å.

Properties
Spin multiplicity: 1
Orbital gap (spin up / spin down), eV: 7.6 / 7.6
Charge: 0
HOMO energy (spin up / spin down), eV: -8.965 / -8.976

***

Strongest force on any atom / eV Å⁻¹: 5.34 2.48 2.96 6.53 5.92 1.62 1.56 3.17 2.11 1.26
Energy / eV: -12531.323 -12532.314 -12527.706 -21182.899 -13441.532 -13432.052 -14500.518 -14500.227 -14496.198 -14496.153